Entry 1:
This record from the OMol25 dataset describes a cluster of 7 separate species, C7H24O6 in total in a non-equilibrium geometry. The level of theory is ωB97M-V/def2-TZVPD.

Its largest force on an atom is 1.5 eV/A. Its total energy is -732.4765 Ha. Its energy above the lowest of the compared OMol25 structures with the same formula, charge and spin is 45.54 kcal/mol. Its structure (SMILES) is C/C=C/C=C/CC.O.O.O.O.O.O.

Element x y z (Å)
C: -2.05015 0.41655 3.22165
C: -1.31313 0.78045 1.98756
C: -0.00663 0.97575 1.78799
C: 0.60007 1.21630 0.47306
C: 0.08410 0.73621 -0.65520
C: 0.50090 1.15318 -2.03852
C: -0.69102 1.92753 -2.66288
H: -1.84152 -0.58571 3.60389
H: -3.13049 0.55432 3.19161
H: -1.72165 1.05178 4.03403
H: -1.87700 0.82215 1.06847
H: 0.62084 0.75309 2.65499
H: 1.50249 1.78593 0.40378
H: -0.78670 0.08662 -0.69216
H: 1.35799 1.81338 -2.06871
H: 0.82444 0.29728 -2.64524
H: -0.82492 1.70968 -3.70752
H: -1.63426 1.91871 -2.12708
H: -0.38344 2.98077 -2.69879
O: -0.22973 -2.89538 1.54276
H: -0.96995 -2.36852 1.21021
H: 0.41368 -2.90211 0.82227
O: -4.03151 1.41362 0.05582
H: -4.11237 2.02062 0.80148
H: -4.91599 1.02973 0.01826
O: 3.72160 0.45923 -1.66503
H: 3.82689 -0.08462 -2.46188
H: 3.93433 1.31364 -2.06932
O: 2.40315 -1.91957 -0.36640
H: 2.60967 -1.48864 -1.20111
H: 3.16181 -2.39075 -0.01286
O: 3.12325 -0.33717 1.95988
H: 3.10732 -0.58806 1.02782
H: 2.25678 -0.56584 2.30522
O: -2.47487 -2.39970 -2.71766
H: -1.69912 -2.91451 -2.48655
H: -2.57358 -1.68135 -2.08893


Entry 2:
This record from the OMol25 dataset describes a structure of composition C16H44F4N6O12PbS4 in a non-equilibrium geometry. The level of theory is ωB97M-V/def2-TZVPD.

Its largest force on an atom is 10.4 eV/A. Its total energy is -4052.2492 Ha.

Element x y z (Å)
Pb: -1.13518 -0.12773 0.09865
N: 0.11763 1.19766 -1.41014
S: 0.05925 2.66534 -1.80325
O: -0.38716 3.11549 -3.11090
O: 1.05813 3.50777 -1.10409
F: -1.22638 3.00145 -0.92751
S: 1.30567 0.84056 -2.55873
O: 2.63518 1.41939 -2.36536
O: 0.85499 0.67378 -3.94798
F: 1.55555 -0.66438 -2.11571
N: -2.61078 -0.98077 1.82300
S: -2.45253 -1.39766 3.48201
O: -2.37444 -2.79146 3.79055
O: -3.26836 -0.51925 4.32005
F: -1.00331 -0.73979 3.78829
S: -4.00403 -1.59205 1.81530
O: -5.18312 -0.84779 2.28964
O: -4.03742 -3.00426 1.54164
F: -3.91187 -1.06575 0.27172
C: -0.74389 3.68449 2.14791
C: -1.61024 2.51959 2.72705
C: -2.63319 2.93941 3.83524
O: -2.01147 3.14103 5.07496
C: -1.97762 2.12867 6.01921
N: -2.19615 1.79121 1.63528
H: -1.43097 4.46474 1.82048
H: -0.12541 3.49451 1.27071
H: -0.28845 4.09012 3.05132
H: -0.93349 1.85111 3.25928
H: -3.43081 2.24469 4.09835
H: -3.06307 3.90989 3.58730
H: -1.59779 1.25515 5.48931
H: -2.92890 1.84583 6.46997
H: -1.33225 2.44251 6.83965
H: -2.64422 0.98096 2.03880
H: -2.99522 2.37480 1.43278
C: 3.27820 0.34695 1.78671
C: 1.93149 -0.10437 1.19479
C: 1.57177 -1.61319 1.40755
O: 0.31421 -2.00412 0.79702
C: -0.14312 -3.26483 1.24760
N: 0.84055 0.70150 1.61323
H: 3.43720 1.40904 1.60029
H: 4.16217 -0.18129 1.42939
H: 3.22076 0.21409 2.86706
H: 2.08834 0.08002 0.13201
H: 1.63880 -2.01913 2.41692
H: 2.30268 -2.24081 0.89768
H: -0.26585 -3.14404 2.32392
H: 0.57434 -4.06143 1.05071
H: -1.10147 -3.48119 0.77554
H: 1.09272 0.72715 2.59090
H: 1.03514 1.64066 1.29669
C: 6.38071 -1.32335 -3.91987
C: 5.03454 -0.84667 -3.25149
C: 5.03283 -1.31689 -1.81359
O: 4.64892 -2.74812 -1.67628
C: 3.29638 -3.11100 -1.87875
N: 5.15975 0.62310 -3.22957
H: 6.32555 -0.98178 -4.95350
H: 6.42182 -2.40962 -3.99997
H: 7.32417 -1.02923 -3.45998
H: 4.18231 -1.25723 -3.79301
H: 4.32880 -0.72113 -1.23264
H: 6.01384 -1.10574 -1.38799
H: 2.55183 -2.97331 -1.09466
H: 3.14181 -4.18970 -1.85396
H: 2.91682 -2.71745 -2.82169
H: 4.82078 0.89457 -4.14145
H: 4.42479 0.96709 -2.62825
C: -2.67047 -1.94950 -4.04605
C: -2.26021 -1.04415 -2.87590
C: -3.31768 0.04651 -2.56540
O: -3.02249 0.89243 -1.43349
C: -3.98683 2.00859 -1.34084
N: -2.04280 -1.81188 -1.71894
H: -2.88707 -1.33137 -4.91731
H: -3.60275 -2.43016 -3.74953
H: -1.92566 -2.72508 -4.22443
H: -1.32772 -0.54224 -3.13404
H: -4.28224 -0.42795 -2.38477
H: -3.53492 0.67148 -3.43161
H: -3.56176 2.65227 -0.57071
H: -4.92258 1.64040 -0.92022
H: -4.16647 2.64962 -2.20391
H: -1.57951 -2.68238 -1.93734
H: -2.94111 -2.22440 -1.51164


Entry 3:
This record from the OMol25 dataset describes an isolated molecule of C10H15N3 in a non-equilibrium geometry. The level of theory is ωB97M-V/def2-TZVPD.

Its largest force on an atom is 5.6 eV/A. Its total energy is -554.2018 Ha. Its energy above the lowest of the compared OMol25 structures with the same formula, charge and spin is 76.35 kcal/mol. Its structure (SMILES) is C=NNc1ccccc1NC(C)C.

Element x y z (Å)
C: 2.20078 -2.73861 1.00852
N: 1.91119 -1.78016 1.79087
N: 1.67202 -0.52331 1.32384
C: 1.64248 0.12810 0.08835
C: 2.77974 0.63052 -0.55073
C: 2.60475 1.38213 -1.70378
C: 1.37177 1.41335 -2.37590
C: 0.20809 0.98626 -1.68939
C: 0.36130 0.37007 -0.44887
N: -0.71216 -0.03616 0.32787
C: -2.06342 0.33207 0.04574
C: -2.64927 1.23465 1.15706
C: -2.90008 -0.90878 0.09818
H: 2.16086 -3.75884 1.61020
H: 2.25236 -2.85376 -0.00456
H: 1.54410 0.05946 2.15895
H: 3.87169 0.55238 -0.15050
H: 3.48434 1.67834 -2.18974
H: 1.12718 1.93949 -3.26977
H: -0.66186 0.98122 -2.30664
H: -0.51808 -0.16972 1.27520
H: -2.09475 0.86731 -0.92770
H: -3.58937 1.52951 0.76928
H: -2.66280 0.57100 2.08940
H: -1.82923 2.05167 1.24468
H: -3.96727 -0.76626 -0.01098
H: -2.82640 -1.37261 1.10789
H: -2.71796 -1.79932 -0.46747


Entry 4:
This record from the OMol25 dataset describes an isolated molecule of C3H9N3O2 in a non-equilibrium geometry. The level of theory is ωB97M-V/def2-TZVPD.

Its largest force on an atom is 3.7 eV/A. Its total energy is -434.4260 Ha. Its energy above the lowest of the compared OMol25 structures with the same formula, charge and spin is 62.88 kcal/mol. Its structure (SMILES) is CC(=O)NC(N)(N)O.

Element x y z (Å)
C: 1.93936 -0.32425 0.59979
C: 1.55455 0.09501 -0.79968
O: 2.38633 0.32840 -1.65480
N: 0.22435 0.25920 -1.08758
C: -0.96340 0.00122 -0.30863
N: -1.22069 0.97534 0.83128
N: -0.98621 -1.15587 0.49863
O: -2.02052 0.13785 -1.23980
H: 1.41004 -1.22294 0.91815
H: 1.71996 0.47763 1.30325
H: 3.00233 -0.53596 0.61601
H: 0.03666 0.52070 -2.04662
H: -1.67524 1.81992 0.49824
H: -0.37020 1.27084 1.29612
H: -0.81431 -2.01134 -0.01408
H: -1.40675 -0.45396 1.38852
H: -2.81625 -0.18179 -0.79880


Entry 5:
This record from the OMol25 dataset describes an isolated molecule of C3HBrClNOS in a non-equilibrium geometry. The level of theory is ωB97M-V/def2-TZVPD.

Its largest force on an atom is 4.5 eV/A. Its total energy is -3677.1504 Ha. Its energy above the lowest of the compared OMol25 structures with the same formula, charge and spin is 88.88 kcal/mol.

Element x y z (Å)
C: -0.73327 2.84996 -0.33585
C: -1.94159 3.27640 -0.49434
C: -0.64214 1.41591 -0.95724
N: -1.00489 0.45496 -0.10430
O: -0.26376 1.34001 -2.08687
S: -1.86827 0.41397 1.37046
Cl: 0.60626 3.56791 0.37507
Br: -3.55808 2.48867 -0.98949
H: -1.09487 -0.37050 -0.54469


Entry 6:
This record from the OMol25 dataset describes a structure of composition C2H5OPS in a non-equilibrium geometry. The level of theory is ωB97M-V/def2-TZVPD.

The multiplicity is 3. Its largest force on an atom is 4.6 eV/A. Its total energy is -893.7942 Ha. Its energy above the lowest of the compared OMol25 structures with the same formula, charge and spin is 46.74 kcal/mol. As for the expectation value of S²: 2.02.

Element x y z (Å)
C: 0.42941 0.28042 -1.76775
C: -0.27233 0.34138 0.84123
O: -0.79162 2.50287 -3.25055
P: 1.05748 -0.23744 -0.26847
S: -0.95038 2.14903 -1.83468
H: 0.83197 0.25799 -2.87174
H: -0.44831 -0.14560 1.83455
H: -1.16721 0.41580 0.29851
H: -0.06700 1.26697 1.35636
H: 0.66053 -1.59490 -0.27600


Entry 7:
This record from the OMol25 dataset describes a structure of composition C4H6ClFN2O in a non-equilibrium geometry. The level of theory is ωB97M-V/def2-TZVPD.

Its largest force on an atom is 3.6 eV/A. Its total energy is -900.6888 Ha. Its energy above the lowest of the compared OMol25 structures with the same formula, charge and spin is 21.71 kcal/mol.

Element x y z (Å)
C: -1.11136 0.21453 -0.45847
C: 1.12934 1.05857 -0.29462
C: -2.36327 -0.38423 -0.80674
C: 1.42168 -0.63427 1.29476
N: -0.77151 1.35108 -0.10172
N: 1.11911 -0.27842 -0.05247
O: -0.12725 -0.77250 -0.49387
F: 1.27861 1.37364 -1.60819
Cl: 3.26865 -0.37316 1.43331
H: 1.78884 1.61073 0.41021
H: -3.31014 -0.40544 -0.21855
H: -2.02228 -1.46167 -0.97093
H: -2.66711 0.09879 -1.76861
H: 1.19517 -1.61790 1.66288
H: 1.17153 0.22024 1.97301


Question: Which value of largest force on an atom does entry 7 give?
Answer: 3.6 eV/A


Question: Among the records above, which one has the highest largest force on an atom?
Answer: C16H44F4N6O12PbS4